The following is a quantum chemistry calculation of a molecular structure, C39H29BrF5N4STeW in a non-equilibrium geometry, from the OMol25 dataset.

Geometry as XYZ:
```
81
Properties=species:S:1:pos:R:3:forces:R:3:lowdin_charge:R:1
C -0.628 2.792 -2.355 -0.2 -0.1 0.3 -0.139
H -4.735 -4.825 -2.394 0.0 0.0 0.0 0.109
C -3.158 0.047 -0.557 0.3 0.2 0.1 -0.031
C 0.045 -0.974 2.981 0.0 0.1 -0.1 -0.158
C -0.774 -1.604 2.047 0.0 0.1 0.3 -0.247
H -2.868 -1.259 -3.849 0.0 0.0 0.0 0.093
C 3.657 -1.374 -1.635 0.0 0.4 -0.2 -0.250
C -1.706 -3.521 -1.622 0.0 -0.1 -0.1 -0.172
H -2.577 -2.707 1.702 0.0 0.0 0.0 0.124
Br -7.040 -1.253 0.051 0.2 0.1 0.1 0.780
H -3.462 0.974 2.684 0.0 -0.1 0.1 0.112
N -1.451 1.048 0.835 0.3 0.5 1.1 -0.032
H -1.005 -2.199 0.133 0.0 0.1 -0.2 0.038
C -5.327 -0.488 0.300 0.0 0.0 -0.1 -0.670
C -4.421 -0.484 -0.748 -0.2 0.0 0.1 -0.097
H -5.690 0.064 2.342 0.0 0.0 0.0 0.112
C -3.719 0.590 1.708 0.3 0.0 0.1 -0.025
H -0.382 3.818 3.499 0.0 0.1 0.0 0.129
S 2.200 1.052 -1.902 -0.4 -0.2 0.3 0.573
H -2.743 -5.286 -0.994 0.0 0.0 0.0 0.109
H 5.133 0.195 1.932 0.0 0.0 0.0 0.111
C -2.851 -2.129 -3.202 0.0 0.0 0.0 -0.188
H -4.782 -2.811 -3.831 0.0 0.0 0.0 0.112
H -3.357 -2.496 4.032 0.0 0.0 0.0 0.113
H -1.369 3.350 -4.194 0.0 0.0 0.1 0.133
H 0.734 4.587 -4.868 -0.1 0.0 0.0 0.085
N -0.544 2.010 -1.523 0.3 0.1 -0.4 0.011
C -1.667 -1.326 4.653 0.0 0.1 0.0 -0.066
H 1.664 5.229 3.194 -0.1 0.0 0.0 0.124
C 0.010 2.655 1.746 1.1 0.6 0.1 -0.236
C -2.776 0.566 0.679 -0.8 -0.5 -0.3 -0.256
H 0.546 -2.218 0.666 0.1 0.0 -0.3 0.112
C -4.982 0.066 1.523 -0.1 -0.1 0.1 -0.104
C -1.233 1.959 1.737 -0.8 -0.8 -0.6 -0.032
C 4.575 0.359 -2.955 -0.2 -0.1 0.2 -0.244
H 3.472 0.704 0.276 0.0 -0.1 0.0 0.046
H -4.691 -0.909 -1.704 0.0 0.1 0.0 0.092
C 5.729 -1.732 -2.779 -0.1 0.1 0.0 -0.135
C 4.722 -2.194 -1.951 0.1 0.1 -0.1 -0.138
H -2.467 0.082 -1.389 0.0 -0.1 0.0 0.035
H -2.026 -1.184 5.665 0.0 0.0 0.0 0.110
C 4.097 -0.043 2.136 0.0 0.0 0.0 -0.067
C -2.787 -4.394 -1.607 0.0 0.0 0.1 -0.075
C 3.129 0.232 1.185 0.0 0.1 0.0 -0.150
C 5.658 -0.439 -3.269 0.0 0.1 0.0 -0.142
C 3.527 -0.077 -2.139 0.3 -0.4 0.0 -0.482
C 1.765 -0.066 1.349 0.3 -0.2 0.3 -0.227
H 1.468 4.168 -3.314 0.0 0.0 0.0 0.078
N -0.320 -1.679 0.674 0.3 0.6 0.0 0.004
C 1.419 4.436 2.501 0.5 0.1 -0.3 -0.017
H 1.074 2.896 -4.467 0.0 0.0 0.0 0.079
C 1.938 3.122 0.575 0.2 -0.2 -0.2 -0.120
F 2.752 -1.880 -0.801 -0.4 -0.2 0.2 0.041
H 2.598 2.862 -0.241 -0.1 -0.1 -0.1 0.060
H -2.024 2.282 2.403 0.0 0.1 0.0 0.137
F 4.778 -3.427 -1.454 0.0 0.0 0.0 0.136
C 2.240 4.181 1.407 -0.3 0.2 0.4 -0.001
H -0.809 -3.791 -1.074 0.0 0.0 0.0 0.094
Te -0.091 -0.978 -2.521 -0.2 -0.9 -0.8 0.993
C -1.977 -2.168 2.429 -0.1 0.0 -0.2 -0.024
H 4.490 -0.896 4.073 0.0 0.0 0.0 0.110
C -1.737 -2.367 -2.401 0.3 0.3 0.2 -0.601
C -2.419 -2.043 3.738 -0.1 0.0 0.0 -0.072
H -1.024 4.696 -3.100 0.0 -0.1 0.1 0.129
C -0.662 3.729 -3.453 0.2 0.2 -0.5 -0.174
C -3.925 -3.008 -3.199 0.0 0.0 0.0 -0.092
H 0.176 -0.271 4.993 0.0 0.0 0.0 0.118
C 3.741 -0.635 3.336 0.0 0.0 0.1 -0.065
H 3.114 4.785 1.213 0.0 -0.1 0.0 0.123
C 0.294 3.664 2.668 -0.5 -0.5 -0.1 0.021
F 6.753 -2.513 -3.091 0.1 0.0 0.0 0.146
F 6.631 0.036 -4.038 0.1 0.0 -0.1 0.137
F 4.532 1.599 -3.448 0.1 0.1 -0.1 0.078
C 0.747 3.853 -4.066 0.0 0.0 0.0 -0.073
H 2.107 -1.366 4.500 0.0 0.0 0.0 0.115
C -0.437 -0.803 4.276 -0.1 -0.1 -0.1 -0.028
W 0.331 0.407 -0.241 0.0 0.0 0.5 1.109
C 2.406 -0.893 3.573 0.1 0.0 0.0 -0.032
N 0.861 2.351 0.736 -0.2 0.4 0.4 -0.039
C -3.901 -4.136 -2.390 0.0 0.0 0.0 -0.075
C 1.430 -0.599 2.615 -0.1 -0.1 -0.2 -0.193
```
Positions in Å, forces in eV/Å.

Computed properties:
HOMO-LUMO gap (alpha / beta): 5.276 / 5.676 eV
LUMO level (alpha / beta): -4.3 / -4.5 eV
F_max: 1.295 eV/A
charge: +1
multiplicity: 3



The following is a quantum chemistry calculation of a molecular structure, C39H30F4GeN4PPdSe, from the OMol25 dataset.

Geometry as XYZ:
```
81
Properties=species:S:1:pos:R:3:forces:R:3:lowdin_charge:R:1
H -0.530 1.190 -0.750 0.0 0.0 0.0 0.009
C -2.274 -3.035 3.282 0.0 0.0 0.0 -0.066
C 2.112 4.594 -0.925 0.0 0.0 0.0 -0.222
H 0.700 1.525 -1.962 0.0 0.0 0.0 0.005
C 2.048 -1.972 3.321 0.0 0.0 0.0 -0.081
C 1.308 4.964 0.173 0.1 -0.1 0.1 -0.269
H -3.600 1.776 -1.276 0.0 0.0 0.0 -0.006
C 3.405 0.437 -1.538 0.0 0.0 0.0 -0.100
C -0.582 1.364 2.316 0.0 0.0 0.0 -0.099
H -1.988 2.721 -5.269 0.0 0.0 0.0 0.017
C -3.127 -4.156 3.212 0.0 0.0 0.0 -0.075
H 3.233 -1.508 6.456 0.0 0.0 0.0 0.102
H -4.159 2.157 -2.913 0.0 0.0 0.0 0.016
C 1.312 -0.857 5.762 0.0 0.0 0.0 -0.081
C 2.194 5.567 -1.947 0.0 -0.1 -0.1 -0.286
H -1.544 1.026 -5.036 0.0 0.0 0.0 0.010
N 0.652 5.277 1.077 -0.1 0.0 -0.1 0.109
H -2.927 -6.340 -0.251 0.0 0.0 0.0 0.108
C 4.132 -1.443 -3.068 0.0 0.0 0.0 -0.282
C -3.249 1.390 1.552 0.0 0.0 0.0 -0.096
C 2.719 0.900 -0.421 0.0 0.0 0.0 -0.163
H -3.495 0.554 -2.554 0.0 0.0 0.0 0.013
H -0.404 4.498 -2.623 0.0 0.0 0.0 0.014
C -2.285 -5.470 -0.186 0.0 0.0 0.0 -0.045
C -0.594 -4.013 -1.136 0.0 0.0 0.0 -0.119
C 2.549 -1.472 5.618 0.0 0.0 0.0 -0.083
F 4.448 1.224 -3.511 0.0 0.0 0.0 0.092
H -1.394 -5.775 -2.090 0.0 0.0 0.0 0.104
H 1.745 0.088 -3.555 0.0 0.0 0.0 0.016
C -1.480 -3.532 1.046 0.0 0.0 0.0 -0.198
C -1.254 0.162 2.099 0.0 0.0 0.0 -0.345
C 0.960 -0.620 -3.801 0.0 0.0 0.0 -0.346
H 2.337 -2.392 2.362 0.0 0.0 0.0 0.076
F 1.700 2.456 0.953 0.0 0.0 0.0 0.075
F 3.739 3.686 -3.134 0.0 0.0 0.0 0.094
C -1.475 -2.736 2.212 0.0 0.0 0.0 -0.301
H -3.119 -0.751 1.525 0.0 0.0 0.0 0.105
H 0.074 -3.801 -1.962 0.0 0.0 0.0 0.088
C -2.566 2.585 1.745 0.0 0.0 0.0 -0.074
H -2.256 -2.421 4.175 0.0 0.0 0.0 0.109
H -3.801 -5.810 2.051 0.0 0.0 0.0 0.111
H 1.032 -0.413 6.708 0.0 0.0 0.0 0.102
C 2.918 -2.027 4.401 0.0 0.0 0.0 -0.070
H -0.686 3.507 2.231 0.0 0.0 0.0 0.079
Ge -1.610 2.257 -2.796 0.0 0.0 0.0 0.755
N 2.204 6.376 -2.775 0.0 0.0 0.0 0.104
C -3.149 -4.944 2.093 0.0 0.0 0.0 -0.028
C 0.439 -0.800 4.687 0.0 0.0 0.0 -0.089
H 1.404 -1.599 -3.965 0.0 0.0 0.0 0.024
H 3.887 -2.493 4.285 0.0 0.0 0.0 0.107
C -3.403 1.620 -2.337 0.0 0.0 0.0 -0.211
C -2.594 0.178 1.713 0.0 0.0 0.0 -0.085
H -3.069 3.530 1.585 0.0 0.0 0.0 0.108
Pd 0.622 -1.685 0.025 0.1 -0.1 0.0 0.588
H 0.415 -0.297 -4.684 0.0 0.0 0.0 0.011
F 2.247 0.000 0.510 0.0 0.0 0.0 -0.017
C -0.616 -3.202 -0.038 0.0 0.0 0.0 -0.255
C 0.803 -1.364 3.466 0.0 0.0 0.0 -0.337
C 3.237 -1.974 -0.952 0.0 0.1 0.0 -0.274
C 3.742 1.489 -2.397 0.0 0.0 0.0 -0.174
C -1.328 2.048 -4.721 0.0 0.0 0.0 -0.220
C 3.670 -0.973 -1.817 0.0 0.0 0.0 -0.225
H -0.299 2.290 -4.987 0.0 0.0 0.0 0.025
C -1.434 -5.152 -1.205 0.0 0.0 0.0 -0.073
H -4.290 1.400 1.257 0.0 0.0 0.0 0.102
C -0.311 1.146 -1.820 0.0 0.0 0.0 -0.552
C 3.362 2.803 -2.195 0.0 0.0 0.0 -0.157
H -1.311 4.179 -1.147 0.0 0.0 0.0 0.011
H -0.516 -0.299 4.790 0.0 0.0 0.0 0.107
C 2.618 3.248 -1.090 0.0 0.0 0.0 -0.081
H -3.763 -4.395 4.055 0.0 0.0 0.0 0.101
C -1.231 2.576 2.126 0.0 0.0 0.0 -0.062
H 0.463 1.357 2.594 0.0 0.0 0.0 0.103
C -1.345 4.104 -2.235 0.0 0.0 0.0 -0.195
N 4.462 -1.882 -4.086 0.0 0.0 0.0 0.118
P -0.304 -1.376 2.038 0.0 0.0 -0.1 1.028
Se -0.274 -0.748 -2.303 0.0 0.0 0.0 0.935
N 2.846 -2.810 -0.233 -0.1 0.0 0.0 0.094
C 2.378 2.213 -0.185 0.0 0.0 0.0 -0.186
H -2.158 4.733 -2.601 0.0 0.0 0.0 0.020
C -2.323 -4.664 0.978 0.0 0.0 0.0 -0.167
```
Positions in Å, forces in eV/Å.

Computed properties:
HOMO-LUMO gap: 5.262 eV
LUMO level: 1.5 eV
F_max: 0.179 eV/A
charge: -1